1.
Formula: C39H59F10N4O27P
Source: the OMol25 dataset
Level of theory: ωB97M-V/def2-TZVPD

Structure (XYZ):
```
140
Properties=species:S:1:pos:R:3:mulliken_charge:R:1
H 1.21775 -15.89969 2.29420 0.2903
C -1.35304 6.27857 -8.61220 0.8104
O 1.89118 5.76012 6.73608 -0.5657
H -0.63766 -2.92554 -5.24609 0.3127
H -1.93957 -3.60799 -9.37621 0.2395
C -1.54150 -3.37942 -4.83973 -0.6088
F 1.39054 2.38839 2.12341 -0.1824
C -2.18698 -0.01446 -5.24132 -0.6911
O -2.27233 -2.32423 -7.83477 -0.3579
H -2.24012 3.99557 -9.56561 0.2776
H -0.86355 -1.30075 3.12393 0.3040
H -2.31511 -2.62558 -4.69505 0.3185
C 2.05990 -9.29348 4.04874 -0.7395
O 0.07936 4.76949 5.81886 -0.3091
C -1.07661 -2.09350 5.61628 0.6984
O -0.19084 5.96844 7.59573 -0.3053
O -0.57895 -4.01031 -1.56044 -0.3848
O -2.85790 2.76835 -4.83902 -0.5137
H 2.36337 -9.99030 3.27113 0.2197
H -0.26999 0.29157 3.61326 0.1089
O -0.96244 -0.85277 5.15451 -0.3438
C -0.94165 2.63518 -2.91605 0.4176
H 0.70817 6.91867 -7.11278 0.2565
H -5.55595 8.84977 2.50382 0.2165
F 4.25206 0.43439 2.71067 -0.2627
O 0.09086 -13.68793 1.35819 -0.5374
O -1.69947 -2.04742 6.79268 -0.3506
H -3.61657 5.08203 -9.20591 0.2801
C -0.79933 -3.26647 -2.64487 0.7120
H -3.03972 0.29973 -4.64876 0.2675
C -5.14470 8.64136 3.48816 -0.6299
H -3.10323 4.81158 -10.87776 0.2124
F 5.14720 1.14532 0.36507 -0.2426
C -0.07837 -3.25960 -0.45359 -0.4671
O -1.86673 6.02626 -9.81489 -0.3176
C 0.01923 3.15441 -3.82295 -1.0085
H 1.67719 3.56772 5.25049 0.3546
C 3.95250 2.49127 -3.39331 -1.5679
O -2.65550 -0.96974 -6.19798 -0.3772
H 4.95080 5.63141 -4.46476 0.3996
C 0.07787 7.72134 -7.49329 -0.5814
P -2.70360 3.02442 -3.25131 1.0387
H -0.59411 -3.48677 -8.23229 0.3080
C 0.54603 -7.56075 4.36066 0.7548
O -0.17250 -14.75508 3.33334 -0.3174
H -0.47483 7.09063 9.26667 0.2372
O -0.61583 -2.07716 -2.73362 -0.4901
H 0.06428 -3.94744 0.37579 0.3110
O -3.70342 1.99486 -2.55250 -0.4881
C 1.62286 2.20534 -2.57986 0.5029
H -0.91016 -10.62382 3.19911 0.1563
C -0.18293 -13.69016 2.52910 0.7962
H 4.62824 3.83238 -1.36644 0.3314
H -1.90602 -4.12585 -5.54061 0.2244
C -1.01247 -5.84796 4.53755 -0.7161
H -0.37075 1.37792 0.70034 0.3214
F 2.96215 2.50954 3.55971 -0.2627
C 3.40871 1.25657 -1.24128 -0.0462
F 5.72007 1.89211 -1.53421 -0.2702
C -1.88975 -3.32353 7.40632 -0.5868
H -0.91093 -2.16766 -9.39898 0.2954
H -1.76775 0.85364 -5.73991 0.3516
F 2.20761 0.04238 3.17264 -0.1902
H 1.40384 5.01373 4.23355 0.3333
O -0.54902 -12.63090 3.25047 -0.3064
H -1.49776 -6.28556 5.41079 0.3081
O -3.00495 4.42996 -2.97149 -0.7813
H -1.76600 -5.36083 3.92498 0.2695
H 0.80352 7.69263 8.20038 0.3001
C 0.92863 4.21965 4.80890 -0.7659
O -0.40569 -6.87288 3.73705 -0.3067
N 4.61915 4.53848 -2.10690 -0.8179
O -1.25930 -4.05708 -3.61220 -0.3729
H 0.30200 3.63236 4.14363 0.3175
H -3.10187 3.59333 -5.28350 0.3608
H 0.09250 8.02746 5.00594 0.3277
O -1.57758 5.65976 -7.60360 -0.5258
C 0.20506 -15.97136 2.68831 -0.6302
H 0.70600 -1.13771 3.95507 0.3741
O -0.54812 7.33359 -8.71781 -0.3220
O -0.68396 -3.09193 5.06497 -0.5534
H 2.91991 -8.68900 4.33287 0.3588
H -3.76368 2.27024 -1.62377 0.3689
C 3.00665 1.94611 -2.33211 0.3611
H 3.46610 2.42007 -4.37186 0.4118
O -3.72600 8.57704 3.34572 -0.3267
H 1.69365 -9.86261 4.90241 0.3298
C 2.39620 0.72184 -0.33979 0.3398
H -0.93165 -3.80073 7.60823 0.3044
C -3.07332 8.32500 4.48253 0.7413
H 4.23256 4.21642 -5.31376 0.3174
C -0.60422 -11.40819 2.51208 -0.5291
C 2.68975 2.12398 2.29007 0.5191
H 1.08006 6.24633 9.21809 0.3086
H -0.28038 -5.11409 4.83679 0.4429
H -1.05885 8.81047 6.09536 0.3174
O 0.91546 -7.39565 5.49325 -0.5560
H 0.17523 -16.75516 3.44074 0.2198
C 0.35159 6.79675 8.62486 -0.6892
O -3.57587 8.15774 5.56194 -0.5431
C 0.66129 1.73148 -1.70233 0.2241
H -0.66824 8.00452 -6.75243 0.2887
H -1.44995 -0.47085 -4.57694 0.3575
H -5.53971 7.68977 3.84105 0.2947
C -1.36344 -2.92359 -8.75897 -0.6611
H -1.16880 7.05520 5.76976 0.2906
H 0.37622 -11.15687 2.11128 0.2175
O -1.76908 8.29217 4.21113 -0.3471
F 1.78152 -1.04813 1.10457 -0.1268
C 1.09527 0.97861 -0.56097 -0.5434
C -2.75716 4.91025 -9.85247 -0.5999
C 4.16784 4.87392 -4.43363 -1.1542
O 1.02366 -8.47414 3.50817 -0.3029
H -5.42742 9.44578 4.16568 0.2894
H -2.51013 -3.96307 6.77942 0.2593
C 2.76735 -0.15098 0.86634 0.5513
H -0.66640 0.07622 -0.21827 0.3332
H 0.70141 8.58391 -7.71200 0.2141
H -1.33899 -11.47451 1.71117 0.3377
N 1.29602 2.93688 -3.68397 -0.3783
F 3.44142 2.88391 1.50828 -0.2227
F 3.81008 -0.96484 0.57444 -0.3829
C -0.30382 -0.75905 3.88605 -0.4881
C -0.94150 8.02796 5.34598 -0.6227
C 4.88626 1.01629 -0.94905 0.3303
F 5.26596 -0.20131 -1.35551 -0.2773
N 0.05917 0.53362 0.32891 -0.1553
H 3.15795 5.30029 -4.47009 0.1982
C 3.01105 0.60121 2.23409 0.4324
N -0.67792 1.92016 -1.85656 -0.2370
C -1.70649 -1.44961 -6.99966 0.7830
O -0.54135 -1.15048 -6.97569 -0.5458
H -0.79337 -2.49418 -0.15368 0.2104
H -2.40257 -3.15212 8.34887 0.2253
H -0.31689 3.75541 -4.66742 0.7465
H 0.88101 -2.80934 -0.70236 0.2320
C 0.71327 5.52189 6.71724 0.7358
H 4.84348 1.86617 -3.49798 0.7064
H -0.49654 -16.21920 1.89317 0.2936
C 4.28480 3.98203 -3.19594 0.9746
```

Summary:
- HOMO energy (eV) = -10.00
- total charge = 0
- 2S+1 = 1
- lowest unoccupied orbital energy (eV) = -1.495
- SMILES string = [H]/N=C(/C)Cc1c(C(F)(F)F)c(C(F)(F)C(F)(F)C(F)(F)F)c(N)c2nc(P(=O)(O)O)cnc12.COC(=O)OC.COC(=O)OC.COC(=O)OC.COC(=O)OC.COC(=O)OC.COC(=O)OC.COC(=O)OC.COC(=O)OC
- orbital gap (Ha) = 0.3127

2.
Formula: C39H60GeMgN4P3Se
Source: the OMol25 dataset
Level of theory: ωB97M-V/def2-TZVPD

Structure (XYZ):
```
109
Properties=species:S:1:pos:R:3:lowdin_spin:R:1
H -19.30033 -0.97996 5.73381 0.0000
C -17.97519 3.02093 3.22125 -0.0002
H -20.60412 7.42596 11.09196 0.0000
N -16.60890 4.13065 6.41280 0.0000
H -13.13493 1.96478 8.18106 0.0000
H -16.30831 1.87440 4.06703 0.0000
H -13.92638 1.21825 12.33945 0.0000
H -22.55097 1.20669 9.72157 0.0002
H -16.85429 7.39754 10.30592 0.0000
C -20.16776 -0.79577 6.41318 0.0012
H -16.34980 4.25572 2.39309 0.0000
C -16.42359 1.37642 9.48188 0.0001
H -22.90996 4.43665 10.43680 0.0000
H -19.68533 -0.64038 10.01837 0.0000
C -17.35265 1.77523 3.86126 0.0000
H -17.75910 7.18459 3.75419 0.0000
H -21.22232 0.12994 4.71766 0.0015
C -16.28703 5.47137 9.48480 0.0000
H -17.51089 0.82723 3.26225 0.0000
C -12.89374 2.27238 6.06899 0.0000
C -16.38265 0.25042 10.28819 0.0001
C -15.20444 4.72858 9.02079 0.0000
P -19.71415 0.90048 7.22218 0.0150
C -13.91086 5.23191 9.17606 0.0000
C -14.63702 1.15646 11.54127 0.0000
H -14.71757 8.21923 10.68915 0.0000
C -14.63799 3.51160 5.05427 0.0000
H -20.79207 0.57588 10.81793 0.0000
H -16.44573 5.36492 4.81456 0.0000
C -21.89298 4.41350 9.94836 0.0009
H -20.39479 5.85754 11.78229 0.0000
Ge -17.72521 3.47595 7.93212 0.0002
N -17.38527 1.64992 8.49492 0.0001
H -19.17498 4.53496 10.59459 0.0000
H -20.42791 2.17686 9.06741 -0.0001
C -14.53793 2.26913 10.71462 0.0000
H -21.84001 -1.41649 5.11430 0.0001
H -21.34929 8.68450 9.04817 0.0000
H -18.32722 6.16982 10.59608 0.0001
H -18.88919 7.88821 6.38853 0.0000
H -22.44518 1.38327 7.95847 0.0078
H -20.55219 6.80158 4.82661 0.0003
C -19.46831 7.58236 8.46618 0.0000
H -19.52391 5.21053 2.38510 0.0000
C -19.96109 0.43499 10.15149 0.0004
H -22.22968 6.48599 9.40377 0.0001
H -15.61323 -0.67828 12.12857 0.0000
H -16.99217 -0.60691 10.04452 0.0000
C -22.01194 0.83093 8.80518 0.0037
H -22.15232 0.11865 6.12738 0.0078
C -17.28581 4.91851 5.45651 -0.0001
C -20.51636 1.11259 8.89981 0.0003
H -12.72949 6.93863 10.01542 0.0000
C -18.71313 5.30795 9.92068 0.0009
C -14.81739 7.19668 10.25392 0.0000
H -17.78696 4.09139 1.33941 0.0000
C -20.16680 -1.97986 7.32633 0.0004
H -15.16070 3.84167 4.11646 0.0000
C -17.12593 3.53566 2.02978 -0.0001
H -12.98889 2.76927 3.88050 0.0000
H -17.72423 5.82664 5.90550 0.0000
H -21.31127 5.43248 4.02760 0.0051
C -15.41405 2.32269 9.61037 0.0000
C -18.40142 7.88280 7.36010 0.0000
H -17.66923 7.05345 7.37673 0.0000
H -21.28693 7.89667 7.33634 0.0000
C -13.68942 6.49856 9.82193 0.0000
C -20.55265 6.27369 3.84217 0.0034
Mg -20.23196 3.65394 6.55644 0.0607
H -18.99807 0.91811 10.50133 0.0000
H -18.90672 2.67166 2.76649 0.0000
P -19.93028 5.78177 8.67113 0.0032
C -18.24099 6.78805 2.88049 0.0001
C -15.52054 0.14941 11.38441 0.0000
H -18.90055 7.59523 2.44458 0.0000
H -20.54740 9.45555 7.72492 0.0000
C -16.12296 6.69126 10.01967 0.0000
C -14.67192 3.06392 7.34591 0.0000
P -18.65347 4.22859 4.39600 -0.0015
Se -22.58867 3.53868 5.95344 0.8752
H -22.08235 -0.25079 8.76062 0.0001
H -17.75942 1.57569 4.81891 0.0000
H -22.02524 3.80955 9.05481 0.0008
C -13.44161 2.82122 4.87734 0.0000
H -17.86183 -0.37403 8.15506 0.0006
C -19.20897 5.68480 3.33603 0.0002
H -17.85937 8.79201 7.44817 0.0000
H -17.57290 6.23286 2.20629 0.0000
C -21.44184 -0.47920 5.56457 0.0067
N -17.52963 4.81480 9.30539 0.0003
H -16.66902 2.77751 1.44046 0.0000
H -13.75437 3.00136 10.95273 0.0000
H -20.99302 -1.89643 8.07652 0.0000
C -15.32444 3.58909 6.26141 0.0000
H -20.91654 6.92813 3.06111 0.0001
H -19.26617 -2.17951 7.88618 0.0000
C -21.03804 6.43564 11.10142 0.0000
N -15.34708 3.37969 8.62846 0.0000
C -17.88479 0.60657 7.62734 0.0032
C -13.47365 2.41088 7.27715 0.0000
H -19.08929 7.98158 9.36107 0.0000
H -22.03751 6.58045 11.53635 0.0000
H -20.35987 -2.90492 6.79937 0.0000
C -20.76534 8.42374 8.14584 0.0001
H -17.40186 0.47314 6.68818 0.0000
H -11.90913 1.77448 5.92048 0.0000
C -21.38842 5.89240 9.77938 0.0004
H -21.32315 3.78804 10.66170 0.0001
H -13.03166 4.73853 8.80738 0.0000
```

Summary:
- HOMO energy (alpha / beta) (eV) = -6.49 / -6.49
- total charge = 0
- 2S+1 = 2
- lowest unoccupied orbital energy (alpha / beta) (eV) = 0.611 / -1.380
- orbital gap (alpha / beta) (Ha) = 0.2611 / 0.1878

no.,total energy (hartree)
1,-5112.17329
2,-7443.55281